Record 1
# C23H28N4O2Pd

C23H28N4O2Pd as an isolated structure in a non-equilibrium geometry (ωB97M-V with the def2-TZVPD basis set, OMol25).

Geometry as XYZ:
```
58
Properties=species:S:1:pos:R:3:forces:R:3
N -0.577035 2.747053 -0.393286 -0.149 0.437 -1.086
C -0.718120 3.536225 -1.235987 0.230 -0.685 0.970
C -0.871995 4.510814 -2.279845 -0.086 0.400 -0.266
H 0.092917 4.966203 -2.493884 0.076 0.055 -0.042
H -1.564003 5.296581 -1.975067 -0.043 -0.007 0.082
H -1.257170 4.040350 -3.184935 -0.014 -0.039 -0.016
N -3.424384 -1.289193 -1.493204 -1.328 -0.804 -0.996
C -4.233579 -1.780421 -2.172136 0.923 0.631 1.130
C -5.292017 -2.400320 -2.938875 -0.279 -0.178 -0.328
H -6.264133 -2.100385 -2.531706 0.176 -0.013 -0.065
H -5.210075 -3.491852 -2.890772 0.043 0.190 0.018
H -5.232769 -2.089230 -3.987183 -0.009 -0.030 0.164
N 1.754406 -1.836055 -0.123425 0.671 -0.453 -1.412
C 2.222753 -2.411832 -1.025975 -0.358 0.645 1.536
C 2.859757 -3.158769 -2.097987 0.047 -0.209 -0.357
H 2.106895 -3.548171 -2.802371 0.213 0.080 0.296
H 3.413962 -4.006366 -1.664884 -0.151 0.236 -0.133
H 3.563547 -2.520431 -2.658223 -0.224 -0.213 0.302
Pd -0.766839 0.183223 -1.082424 2.396 1.953 0.681
C -0.856018 -1.701352 -1.146570 -1.211 -7.001 0.330
O -0.951096 -2.843803 -1.032988 0.436 3.804 -0.509
C -2.503194 1.041691 -1.208185 -3.884 2.691 0.067
O -3.416382 1.715412 -1.093807 2.070 -1.831 -0.381
C -3.593556 -0.075233 2.614162 -1.909 -0.531 -0.747
C -2.197835 -0.030061 2.802844 1.348 -0.736 0.026
C -1.440917 -1.214151 2.733797 -0.336 -0.607 0.038
C -2.089536 -2.442685 2.557306 2.205 1.381 -0.010
C -3.451285 -2.458629 2.222933 -2.128 -0.039 0.233
C -4.214059 -1.275308 2.257472 0.171 0.897 0.366
H -4.159551 0.861166 2.680790 0.067 -0.478 0.067
H -1.701740 0.919036 3.000795 -0.218 -0.113 0.019
H -0.364079 -1.179830 2.863974 -0.191 -0.136 0.191
H -1.528754 -3.361534 2.602610 0.063 -0.200 0.041
H -3.956380 -3.412976 2.031012 0.249 0.349 -0.054
H -5.285272 -1.313027 2.065627 0.266 0.041 0.027
C 3.706641 0.499387 2.168670 0.304 -0.083 0.060
N 2.213494 0.593755 2.099015 -0.591 -0.036 -0.456
C 1.723825 0.908584 3.490614 -0.204 0.131 0.217
C 1.701372 1.649298 1.092036 0.004 -0.160 1.187
C 2.129569 1.319627 -0.298975 2.537 1.756 1.009
C 3.439209 1.731911 -0.644987 -1.427 0.186 1.490
C 3.998890 1.326222 -1.835903 1.458 0.593 -0.016
C 3.256039 0.585013 -2.759343 -2.114 -0.917 -0.740
C 1.899140 0.351961 -2.480079 1.013 -0.639 -1.983
C 1.343654 0.703918 -1.274393 -0.101 0.094 -0.464
H 4.111550 1.513851 2.194400 -0.015 -0.178 0.165
H 4.105815 -0.043413 1.314243 -0.105 0.010 0.058
H 3.957564 -0.026703 3.096237 0.083 0.113 -0.366
H 1.835103 -0.316780 1.763010 0.375 0.392 0.381
H 2.013311 1.946541 3.718816 -0.094 -0.418 -0.031
H 0.628731 0.808486 3.558615 0.526 0.042 -0.120
H 2.228484 0.224471 4.191786 -0.407 0.301 -0.275
H 0.610754 1.730849 1.184158 0.457 -0.161 0.117
H 2.160407 2.595601 1.428026 -0.295 -0.316 -0.223
H 4.002232 2.362464 0.064028 -0.249 -0.465 -0.528
H 5.035081 1.581659 -2.067280 -0.194 -0.027 0.061
H 3.713700 0.224529 -3.685412 -0.236 0.209 0.234
H 1.292945 -0.147349 -3.236879 0.143 0.085 0.045
```
Forces are in eV/Å.

The gap between HOMO and LUMO (alpha / beta) is 8.992 / 5.438 eV. The net charge is +4. Its spin multiplicity is 5. As for the molecular weight: 498.92 g/mol.

Here are the Löwdin charges for atoms 1 to 6, given in e:
1 N 0.126
2 C -0.180
3 C 0.005
4 H 0.114
5 H 0.124
6 H 0.114

***

Record 2
# C4H6N2O

One molecule with the formula C4H6N2O in a non-equilibrium geometry (ωB97M-V with the def2-TZVPD basis set, OMol25).

Geometry as XYZ:
```
13
Properties=species:S:1:pos:R:3:forces:R:3
N 1.910047 0.721339 0.138251 0.021 0.062 -0.152
C 0.584506 0.413366 -0.213076 -0.214 -0.380 0.195
N -0.441758 1.314873 -0.385519 -0.385 -0.184 0.828
C -1.669618 0.669305 -0.011368 0.649 -0.057 -0.839
C -1.357646 -0.651356 0.206868 0.038 -0.063 -0.115
C 0.027545 -0.806945 0.038902 0.132 0.158 -0.108
O 0.795011 -1.932803 0.172780 -0.018 -0.324 0.304
H 2.479464 1.278952 -0.479878 -0.155 -0.072 -0.292
H 2.383524 -0.146005 0.370780 0.033 0.250 -0.062
H -0.164863 2.278389 -0.560273 -1.027 -0.308 0.365
H -2.712913 0.964989 -0.153469 0.856 0.742 -0.131
H -2.042126 -1.465128 0.416997 -0.107 0.296 -0.039
H 0.208833 -2.638973 0.459009 0.178 -0.120 0.045
```
Forces are in eV/Å.

The relative energy (zero: lowest compared OMol25 entry of this formula, charge and spin) is 151.2 kJ/mol. The gap between HOMO and LUMO is 7.987 eV. As for the structure (SMILES): Nc1[nH]ccc1O. Its spin multiplicity is 1. As for the molecular weight: 98.10 g/mol.

Here are the Löwdin charges for atoms 1 to 6, given in e:
1 N 0.111
2 C -0.334
3 N 0.066
4 C -0.106
5 C -0.061
6 C -0.328

***

Record 3
# C12H14BCrF4IN2

C12H14BCrF4IN2 as an isolated structure in a non-equilibrium geometry (ωB97M-V with the def2-TZVPD basis set, OMol25).

Geometry as XYZ:
```
35
Properties=species:S:1:pos:R:3:forces:R:3
C -0.578596 1.873626 2.094388 -2.496 1.649 2.946
C -0.103212 0.705737 1.359466 0.820 -1.456 -1.158
H 0.103997 2.689942 2.286001 0.591 0.086 -0.468
H -0.970010 1.589460 3.150891 1.270 0.661 -2.214
H -1.511738 2.317287 1.714449 0.273 -0.057 -0.564
H -0.623956 -0.254857 1.520460 0.071 0.574 0.391
H 0.954525 0.537396 1.514889 0.385 -0.287 0.536
H -0.152980 0.868972 0.291794 -0.255 0.194 -1.005
C 1.360341 2.014567 -2.177207 -0.400 -0.941 -0.607
C 0.842587 2.999777 -2.994645 -0.239 0.234 -0.293
C -0.033889 2.645638 -4.025778 0.039 -0.126 -0.013
C -0.419734 1.316183 -4.182863 0.069 -0.464 0.186
H 2.014199 2.205495 -1.331380 0.029 0.116 -0.191
H 1.129460 4.033107 -2.836981 -0.099 -0.114 0.001
H -0.425649 3.392933 -4.716872 0.133 -0.120 0.315
H -1.116503 0.964048 -4.944370 0.151 0.510 0.173
N 1.061887 0.713781 -2.403346 -0.997 1.498 -0.463
C 0.127664 0.359370 -3.336226 1.152 1.658 0.400
C -0.172636 -1.052588 -3.327435 0.164 -2.205 0.097
N 0.502897 -1.757891 -2.363829 -1.562 -0.781 -0.403
C 0.194982 -3.069388 -2.160093 0.264 0.883 -0.443
C -1.227150 -3.082049 -4.114598 0.402 -0.065 0.493
C -0.631741 -3.764369 -3.035662 -0.245 0.152 -0.307
H 0.650288 -3.527759 -1.278463 -0.030 0.052 -0.436
H -0.791181 -4.833645 -2.881229 -0.013 0.423 -0.045
C -1.025646 -1.703121 -4.224080 0.183 0.087 0.092
H -1.484457 -1.120387 -5.022954 0.018 -0.311 0.242
H -1.830478 -3.627734 -4.852454 0.248 0.349 0.440
Cr 1.921912 -0.722366 -1.384171 -0.241 -0.385 0.595
I 3.813534 -1.556498 -0.079285 0.836 -0.353 0.531
F -1.420517 0.271469 3.880975 0.530 -1.592 1.389
B -0.266330 -0.257755 4.659581 -1.223 0.001 0.331
F 0.934469 0.341464 4.192314 -0.770 -0.504 0.305
F -0.551900 0.064406 6.008040 0.573 -0.019 -0.648
F -0.278035 -1.663754 4.505670 0.371 0.655 -0.205
```
Forces are in eV/Å.

The relative energy (zero: lowest compared OMol25 entry of this formula, charge and spin) is 0.0 kJ/mol. The gap between HOMO and LUMO (alpha / beta) is 5.751 / 5.540 eV. Its spin multiplicity is 5. As for the molecular weight: 451.96 g/mol.

Here are the Löwdin charges for atoms 1 to 6, given in e:
1 C -0.199
2 C -0.203
3 H 0.061
4 H 0.078
5 H 0.065
6 H 0.091

***

Record 4
# C4H11NO9P4S3

One molecule with the formula C4H11NO9P4S3 in a non-equilibrium geometry (ωB97M-V with the def2-TZVPD basis set, OMol25).

Geometry as XYZ:
```
32
Properties=species:S:1:pos:R:3:forces:R:3
N 1.813643 3.237656 1.844298 0.013 -0.656 -1.107
P 1.729711 2.284634 0.596740 1.241 3.869 2.234
O 1.161746 3.171070 -0.675136 0.363 -1.791 -0.142
O 3.304917 1.807400 0.328186 -2.480 -0.229 -1.374
C 0.598694 0.830279 1.081721 1.177 -0.789 0.177
S -0.320416 1.345549 2.579372 -0.556 -0.083 -0.222
C 1.640513 -0.280278 1.558253 -0.157 0.310 -2.792
O 1.958018 -0.598045 2.622665 0.596 -0.146 1.895
O 2.168938 -0.892991 0.400688 -1.603 -0.177 0.519
C 1.120804 -0.875854 -0.562180 0.259 1.729 -1.765
P 0.794346 -2.579625 -1.281423 0.250 -2.804 0.875
O 2.100409 -2.901442 -2.284410 -1.454 1.785 0.490
O -0.548739 -2.600361 -2.271224 2.448 0.848 0.137
S 0.776797 -3.985194 0.039691 -0.210 0.686 -0.295
C -0.129372 -0.013657 -0.024992 0.368 -1.470 0.238
S -0.768222 0.815047 -1.539121 -0.422 0.766 -0.016
P -1.374173 -1.258900 0.708295 0.062 -0.884 -1.062
P -3.423844 -0.605968 0.424954 -2.285 0.760 2.891
O -4.102001 -0.810175 1.730360 0.740 -0.059 -0.578
O -3.611873 1.001608 0.045466 -0.097 -2.209 -1.362
O -4.145892 -1.611442 -0.658019 1.168 1.506 -0.415
H 1.462367 4.159514 1.582808 0.055 -0.220 0.571
H 1.422837 4.101133 -0.563662 0.021 -0.414 0.122
H 3.358763 1.599624 -0.626309 0.478 -0.219 0.408
H 0.699096 1.460000 3.494245 -0.278 -0.113 -1.035
H 1.458847 -0.239652 -1.430957 0.071 -0.641 0.599
H 2.705846 -2.138102 -2.253337 -0.007 -0.400 -0.212
H -0.162517 -2.520464 -3.170034 -0.588 -0.085 0.201
H -1.397610 -0.170081 -2.258464 0.499 -0.048 0.966
H -1.218504 -1.290311 2.126948 -0.319 0.670 -0.583
H -3.967100 1.011698 -0.865925 0.310 0.585 0.351
H -5.106031 -1.452679 -0.699512 0.338 -0.079 0.287
```
Forces are in eV/Å.

The gap between HOMO and LUMO is 7.974 eV. As for the structure (SMILES): N=P(O)(O)[C@]1(S)C(=O)O[C@@H](P(O)(O)=S)[C@@]1(S)PP(=O)(O)O. Its spin multiplicity is 1. As for the molecular weight: 437.23 g/mol.

Here are the Löwdin charges for atoms 1 to 6, given in e:
1 N -0.211
2 P 0.583
3 O -0.204
4 O -0.144
5 C -0.692
6 S 0.801

***

Record 5
# C18H25F6N5O4

A 7-piece molecular cluster, C18H25F6N5O4 overall in a non-equilibrium geometry (ωB97M-V with the def2-TZVPD basis set, OMol25).

Geometry as XYZ:
```
58
Properties=species:S:1:pos:R:3:forces:R:3
C 0.133750 -0.004410 -4.599228 -0.078 0.081 1.308
C -0.368335 0.608170 -3.250043 -0.359 -1.995 -2.799
O -1.793206 0.393424 -3.318318 -1.941 0.017 1.157
C -2.575698 0.693091 -2.274185 1.109 0.028 1.536
O -2.212747 1.042582 -1.149238 -1.316 -0.140 -3.808
C -4.106524 0.401425 -2.532968 1.448 1.278 0.857
F -4.771137 1.060803 -1.547488 -0.032 -1.058 -0.919
F -4.518250 0.913509 -3.709647 -0.015 -1.080 0.659
F -4.280891 -0.935816 -2.416457 -0.600 1.061 -0.494
H 0.077340 -1.091186 -4.537286 0.367 -0.148 0.142
H 1.167611 0.332608 -4.674353 0.049 -0.232 -0.515
H -0.461398 0.199814 -5.489277 0.076 0.770 0.222
H -0.180615 1.675699 -3.134984 -0.334 -1.741 -1.082
H 0.100580 0.038994 -2.447376 -0.716 0.153 -0.263
C 1.203324 -2.264032 -1.794056 -0.060 -1.776 1.306
C 1.094704 -3.756790 -1.262852 -0.251 1.277 -2.465
O 2.040285 -4.061577 -0.251724 0.938 -0.761 0.262
C 2.139804 -3.560020 0.947539 -2.211 0.401 1.772
O 1.362357 -2.806095 1.510698 1.281 -0.697 -0.963
C 3.323449 -4.175100 1.775087 1.480 -0.941 0.796
F 4.201963 -3.173234 2.068025 -0.980 -0.971 -0.138
F 2.924197 -4.758267 2.994293 0.463 1.302 -2.644
F 4.025921 -5.131149 1.078018 -1.132 1.215 0.990
H 1.113340 -1.599887 -0.934453 -0.411 -1.015 -0.757
H 0.396565 -2.086066 -2.505084 0.171 -0.020 -0.004
H 2.185920 -2.061167 -2.220039 -0.060 -0.200 -0.275
H 1.344486 -4.463359 -2.054357 0.700 0.230 -0.134
H 0.058087 -4.079688 -1.166573 -0.122 0.458 1.557
C -0.841360 3.019674 -0.089512 0.413 -0.273 0.740
C -0.218038 2.922010 -1.386462 1.355 0.023 -3.079
N 0.282343 2.822888 -2.454075 -0.576 3.370 4.980
H -1.930830 3.006452 -0.058089 0.230 0.671 -0.428
H -0.356911 3.762181 0.544588 -0.580 0.488 -1.575
H -0.590517 2.188883 0.570006 -0.250 -0.262 -0.899
C 1.544682 3.583011 2.938161 -0.777 2.581 2.494
C 0.126198 3.872282 2.549024 5.291 -1.303 1.839
N -0.940648 4.051328 2.273242 -4.174 1.149 0.173
H 1.532476 3.820635 4.001865 0.257 0.513 0.306
H 2.168862 4.294421 2.397409 0.223 -0.391 0.165
H 1.883312 2.548714 2.877670 0.733 2.002 0.584
C -2.377363 -1.175108 2.784464 -0.343 -0.530 -1.154
C -1.827848 -0.623805 1.511505 0.594 -0.363 -1.274
N -1.375233 -0.250590 0.495773 -4.170 -2.455 3.896
H -3.251280 -0.566936 3.017888 0.278 -0.008 0.541
H -1.657129 -1.313365 3.590845 -0.132 0.621 -0.291
H -2.728567 -2.191008 2.603600 -0.182 -0.009 -0.488
C 0.315471 0.996301 2.633838 -1.297 -1.110 0.879
C -0.608280 0.848997 3.754521 1.902 0.560 -1.802
N -1.292218 0.732501 4.644972 -1.497 0.004 2.143
H 0.924103 0.097784 2.532155 0.330 0.010 0.548
H 0.908009 1.909101 2.695364 -1.853 -2.279 0.627
H -0.221807 0.976839 1.685656 -0.332 0.568 1.327
C 0.972914 0.151779 -0.136046 3.197 1.574 0.953
C 1.442608 1.355148 0.576367 -0.294 -4.464 -5.280
N 1.793958 2.245368 1.137596 3.109 3.416 -1.502
H 0.000588 -0.035936 0.319412 1.168 -0.573 -1.033
H 1.736377 -0.586233 0.110082 -0.138 0.034 0.500
H 0.961244 0.184406 -1.225493 0.050 0.940 0.808
```
Forces are in eV/Å.

The relative energy (zero: lowest compared OMol25 entry of this formula, charge and spin) is 874.5 kJ/mol. The gap between HOMO and LUMO is 10.031 eV. As for the structure (SMILES): CCOC(=O)C(F)(F)F.CCOC(=O)C(F)(F)F.CC#N.CC#N.CC#N.CC#N.CC#N. Its spin multiplicity is 1. As for the molecular weight: 489.42 g/mol.

Here are the Löwdin charges for atoms 1 to 6, given in e:
1 C -0.036
2 C -0.202
3 O 0.033
4 C -0.300
5 O 0.040
6 C -0.482

***

Record 6
# C5H7FSi

A 2-piece molecular cluster, C5H7FSi overall in a non-equilibrium geometry (ωB97M-V with the def2-TZVPD basis set, OMol25).

Geometry as XYZ:
```
14
Properties=species:S:1:pos:R:3:forces:R:3
C -2.110547 -2.039981 0.581761 -0.761 -2.880 0.343
C -1.526732 -1.030884 0.767306 1.497 4.256 -0.536
C 2.368388 -1.083888 -1.115973 -0.132 -0.632 -0.652
C 1.858858 -0.732804 0.017322 -2.541 2.787 1.911
C -1.148694 2.114674 -0.216242 -0.459 -1.292 -1.066
F -0.369158 1.047782 2.227771 0.054 -0.578 -1.755
Si -0.541466 0.565865 0.633481 1.925 -1.726 2.110
H -2.366267 -3.068700 0.667927 -0.471 -0.026 -0.350
H 3.416589 -1.327809 -1.098492 0.338 -0.296 -0.455
H 1.756924 -1.240192 -1.974291 0.001 0.024 -0.822
H 2.512501 -0.566280 0.851931 -0.085 0.023 0.650
H -0.707540 2.168360 -1.196700 0.070 -0.185 -0.663
H -2.228895 2.144713 -0.346607 -0.153 -0.410 -0.007
H -0.913960 3.049145 0.200807 0.716 0.934 1.291
```
Forces are in eV/Å.

The relative energy (zero: lowest compared OMol25 entry of this formula, charge and spin) is 289.4 kJ/mol. The gap between HOMO and LUMO is 8.668 eV. Its spin multiplicity is 1. As for the molecular weight: 114.19 g/mol.

Here are the Löwdin charges for atoms 1 to 6, given in e:
1 C 0.015
2 C -0.213
3 C -0.150
4 C -0.108
5 C -0.182
6 F -0.230